Entry w
The following is a quantum chemistry calculation of a cluster of 13 separate species, C26H78O26 in total, from the OMol25 dataset.

Calculated values
Orbital gap in eV: 9.0957
LUMO level in eV: 0.06

Geometry (Å):
C  -9.937  -9.921  6.499
C  -9.726  -8.407  6.183
O  -10.458  -7.469  6.980
O  -9.373  -10.470  7.669
H  -9.533  -10.431  5.625
H  -11.014  -9.989  6.652
H  -9.935  -8.147  5.145
H  -8.672  -8.131  6.170
H  -10.007  -6.622  6.994
H  -9.934  -10.344  8.438
C  -8.254  -13.294  -1.148
C  -7.043  -13.049  -0.381
O  -7.445  -12.447  0.862
O  -9.184  -12.247  -1.098
H  -8.683  -14.256  -0.868
H  -7.990  -13.425  -2.198
H  -6.460  -12.285  -0.895
H  -6.341  -13.862  -0.195
H  -8.310  -12.050  0.736
H  -10.106  -12.491  -1.204
C  -4.419  -12.906  -4.899
C  -4.320  -11.762  -3.850
O  -4.968  -10.591  -4.253
O  -5.801  -13.320  -4.896
H  -3.631  -13.629  -4.687
H  -4.248  -12.655  -5.946
H  -3.253  -11.586  -3.708
H  -4.786  -12.098  -2.924
H  -5.804  -10.972  -4.530
H  -6.192  -12.784  -5.590
C  -6.525  -7.164  2.864
C  -6.811  -6.261  1.627
O  -7.939  -5.459  1.840
O  -7.646  -7.878  3.304
H  -6.264  -6.514  3.699
H  -5.679  -7.792  2.585
H  -7.053  -7.024  0.886
H  -5.992  -5.568  1.436
H  -8.393  -5.306  1.008
H  -8.428  -7.509  2.886
C  -5.465  -8.060  7.396
C  -4.886  -7.301  6.159
O  -3.472  -7.397  6.152
O  -4.782  -7.878  8.565
H  -5.237  -9.111  7.220
H  -6.508  -7.899  7.672
H  -5.170  -6.249  6.122
H  -5.350  -7.692  5.253
H  -3.121  -7.660  5.298
H  -3.859  -8.123  8.465
C  -0.703  -8.463  2.422
C  -2.202  -8.539  2.781
O  -2.248  -8.600  4.172
O  0.249  -8.929  3.345
H  -0.520  -7.406  2.230
H  -0.331  -9.058  1.588
H  -2.466  -9.551  2.475
H  -2.932  -7.835  2.382
H  -1.326  -8.705  4.415
H  0.304  -9.867  3.149
C  -2.868  -4.860  3.358
C  -1.534  -4.542  4.192
O  -0.941  -3.381  3.549
O  -2.608  -5.092  1.962
H  -3.429  -3.926  3.322
H  -3.573  -5.575  3.784
H  -0.793  -5.337  4.114
H  -1.771  -4.450  5.252
H  -0.157  -3.101  4.026
H  -2.639  -4.292  1.432
C  -11.022  -9.929  1.081
C  -9.754  -9.428  0.362
O  -9.788  -9.300  -1.024
O  -10.748  -11.222  1.413
H  -12.007  -9.760  0.646
H  -10.942  -9.425  2.045
H  -8.848  -9.996  0.574
H  -9.690  -8.400  0.719
H  -9.590  -10.119  -1.484
H  -11.556  -11.718  1.564
C  -9.784  -15.581  2.340
C  -8.292  -15.668  2.050
O  -7.892  -16.298  0.858
O  -10.081  -16.802  2.912
H  -10.395  -15.512  1.439
H  -10.070  -14.762  3.000
H  -7.700  -16.106  2.854
H  -7.935  -14.647  1.914
H  -6.964  -16.523  0.760
H  -9.782  -17.425  2.246
C  -1.900  -13.214  3.612
C  -2.118  -13.577  5.077
O  -0.855  -13.659  5.658
O  -1.400  -11.931  3.359
H  -2.828  -13.044  3.066
H  -1.245  -13.867  3.036
H  -2.583  -14.558  5.174
H  -2.730  -12.822  5.570
H  -0.372  -12.917  5.288
H  -0.937  -11.977  2.520
C  -5.338  -11.090  3.656
C  -6.795  -11.107  3.938
O  -7.166  -12.389  3.662
O  -4.958  -11.391  2.319
H  -4.846  -11.865  4.243
H  -4.955  -10.114  3.955
H  -7.307  -10.374  3.314
H  -7.083  -10.891  4.967
H  -7.100  -12.645  2.739
H  -5.778  -11.563  1.851
C  -7.586  -15.035  8.003
C  -7.101  -16.382  8.559
O  -6.534  -16.237  9.819
O  -8.907  -14.794  8.378
H  -7.490  -15.045  6.917
H  -6.963  -14.228  8.389
H  -6.510  -16.999  7.882
H  -7.953  -16.987  8.867
H  -5.946  -16.984  9.947
H  -9.157  -13.915  8.085
C  -13.427  -12.763  3.586
C  -12.529  -12.691  4.798
O  -11.551  -11.737  4.652
O  -12.779  -13.378  2.467
H  -13.726  -11.741  3.355
H  -14.346  -13.155  4.022
H  -12.036  -13.654  4.936
H  -12.994  -12.409  5.743
H  -10.955  -11.979  3.939
H  -12.999  -14.312  2.442

Entry x
The following is a quantum chemistry calculation of a cluster of 13 separate species, C26H78O26 in total, from the OMol25 dataset.

Calculated values
Orbital gap in eV: 9.2259
LUMO level in eV: 0.08

Geometry (Å):
C  0.704  -4.657  2.404
C  1.535  -4.202  1.197
O  2.907  -4.682  1.245
O  1.184  -4.094  3.603
H  0.725  -5.749  2.405
H  -0.369  -4.465  2.335
H  1.571  -3.111  1.145
H  1.242  -4.527  0.199
H  3.389  -4.329  1.997
H  0.507  -3.447  3.829
C  3.846  0.479  -3.246
C  2.308  0.435  -3.198
O  1.783  -0.213  -4.391
O  4.211  1.486  -4.160
H  4.280  -0.442  -3.641
H  4.301  0.694  -2.280
H  1.805  1.380  -3.002
H  2.116  -0.226  -2.349
H  2.205  -1.072  -4.478
H  3.857  1.296  -5.032
C  -4.114  -3.478  1.014
C  -5.104  -4.539  0.430
O  -4.514  -5.189  -0.701
O  -2.847  -3.997  1.484
H  -4.615  -2.913  1.800
H  -3.793  -2.832  0.196
H  -5.974  -4.002  0.052
H  -5.469  -5.217  1.203
H  -3.742  -5.622  -0.324
H  -2.280  -4.105  0.712
C  -2.137  -4.360  -2.963
C  -1.042  -3.962  -1.944
O  -1.194  -4.541  -0.718
O  -2.091  -5.752  -3.210
H  -1.925  -3.949  -3.951
H  -3.107  -3.973  -2.647
H  -1.077  -2.872  -1.923
H  -0.070  -4.294  -2.317
H  -0.858  -5.441  -0.727
H  -2.205  -6.148  -2.341
C  -1.662  5.673  -0.951
C  -1.432  4.692  0.240
O  -0.926  3.488  -0.307
O  -0.386  5.999  -1.477
H  -2.011  6.593  -0.477
H  -2.362  5.275  -1.685
H  -2.368  4.373  0.700
H  -0.707  5.050  0.973
H  -0.078  3.709  -0.712
H  -0.178  5.474  -2.265
C  -2.426  1.314  3.756
C  -3.382  0.650  2.747
O  -3.443  1.464  1.557
O  -1.072  0.817  3.551
H  -2.760  1.234  4.791
H  -2.232  2.372  3.576
H  -4.373  0.638  3.204
H  -3.118  -0.396  2.590
H  -4.259  1.969  1.541
H  -0.500  1.332  4.127
C  2.052  -0.035  2.770
C  2.109  1.442  2.352
O  2.827  1.645  1.114
O  3.185  -0.367  3.500
H  1.924  -0.591  1.837
H  1.161  -0.138  3.388
H  2.515  2.053  3.159
H  1.091  1.802  2.187
H  2.960  0.762  0.751
H  3.978  -0.356  2.949
C  -0.454  3.539  -3.733
C  -0.597  2.957  -5.141
O  -1.602  3.728  -5.797
O  0.025  4.871  -3.808
H  0.235  2.971  -3.104
H  -1.435  3.525  -3.261
H  -1.048  1.967  -5.072
H  0.376  2.819  -5.615
H  -1.209  4.485  -6.240
H  0.924  4.870  -4.148
C  5.865  -0.358  0.995
C  4.981  -1.508  0.433
O  3.761  -0.948  -0.037
O  5.577  -0.141  2.363
H  5.564  0.574  0.514
H  6.933  -0.551  0.908
H  4.758  -2.255  1.196
H  5.429  -2.006  -0.428
H  3.309  -1.707  -0.419
H  6.451  -0.096  2.756
C  -1.100  -1.011  0.349
C  -0.087  -0.556  -0.684
O  0.271  0.763  -0.571
O  -2.420  -0.648  -0.061
H  -0.822  -0.585  1.314
H  -1.022  -2.094  0.458
H  -0.423  -0.660  -1.719
H  0.838  -1.138  -0.648
H  -0.416  1.349  -0.903
H  -2.719  0.116  0.446
C  2.771  4.460  -0.606
C  4.044  4.157  -1.400
O  3.769  4.205  -2.798
O  1.837  3.418  -0.731
H  2.295  5.404  -0.871
H  3.056  4.508  0.449
H  4.323  3.114  -1.243
H  4.877  4.839  -1.227
H  3.730  3.294  -3.100
H  2.096  2.673  -0.172
C  -3.300  1.076  -3.013
C  -4.580  1.336  -2.230
O  -5.765  1.174  -3.011
O  -2.898  -0.298  -3.105
H  -2.543  1.676  -2.502
H  -3.302  1.441  -4.040
H  -4.492  2.383  -1.929
H  -4.674  0.709  -1.342
H  -6.571  1.350  -2.521
H  -2.731  -0.534  -2.187
C  0.342  -0.931  6.300
C  -0.671  -1.831  5.677
O  -0.531  -1.936  4.261
O  0.144  -1.043  7.735
H  -0.007  0.087  6.116
H  1.366  -0.998  5.932
H  -1.687  -1.522  5.926
H  -0.561  -2.822  6.122
H  -0.995  -1.159  3.931
H  0.637  -1.808  8.044

Energy ordering: entry x at the bottom, the next structure 456.8 kJ/mol above.

Entry w
The following is a quantum chemistry calculation of an isolated molecule of CH3NS2, from the OMol25 dataset.

Calculated values
Orbital gap in eV: 8.2846
LUMO level in eV: -0.49
SMILES: S=CNS

Geometry (Å):
S  -2.866  -0.298  -0.028
C  -1.242  -0.120  -0.255
N  -0.341  -0.307  0.673
S  1.524  -0.623  0.193
H  -0.879  -0.016  -1.302
H  -0.490  -1.077  1.315
H  1.341  -1.056  -1.037

Entry x
The following is a quantum chemistry calculation of an isolated molecule of CH3NS2, from the OMol25 dataset.

Calculated values
Orbital gap in eV: 8.8135
LUMO level in eV: 0.29
SMILES: NC(=S)S

Geometry (Å):
N  0.604  0.968  0.130
C  -0.355  0.001  0.183
S  -2.033  0.198  0.108
S  0.386  -1.594  0.113
H  0.466  2.027  -0.001
H  1.559  0.631  -0.149
H  -0.627  -2.230  -0.384

Entry y
The following is a quantum chemistry calculation of a cluster of 2 separate species, CH3NS2 in total, from the OMol25 dataset.

Calculated values
Orbital gap in eV: 9.3352
LUMO level in eV: -0.09
SMILES: N=C=S.S

Geometry (Å):
N  -1.460  -0.472  2.027
C  -0.679  -0.776  2.893
S  0.688  -1.349  3.460
H  -2.468  -0.414  2.104
S  0.954  -0.032  -0.437
H  -0.044  -0.779  0.261
H  1.584  0.308  0.731

Entry z
The following is a quantum chemistry calculation of a cluster of 2 separate species, CH3NS2 in total, from the OMol25 dataset.

Calculated values
Orbital gap in eV: 9.0904
LUMO level in eV: -0.03

Geometry (Å):
C  3.934  -0.936  0.341
N  -0.398  0.860  0.847
S  4.433  0.500  0.187
S  0.551  0.413  -0.610
H  -0.272  0.825  -1.522
H  0.347  1.264  1.609
H  -0.924  0.081  1.114

Energy ordering: entry x at the bottom, the next structure 53.8 kJ/mol above.

Entry w
The following is a quantum chemistry calculation of the ion C5H15N2O with charge +1, from the OMol25 dataset.

Calculated values
Orbital gap in eV: 10.3200
Charge: +1
LUMO level in eV: -3.16
SMILES: CCNC[C@@H]([NH3+])CO

Geometry (Å):
C  -0.558  -0.829  3.073
C  0.610  -0.814  2.105
N  0.790  0.457  1.382
C  -0.325  0.832  0.539
C  0.048  0.717  -0.970
N  1.205  -0.202  -1.129
C  -1.134  0.337  -1.854
O  -0.585  -0.209  -3.046
H  -0.418  -1.478  3.931
H  -0.701  0.170  3.499
H  -1.540  -0.996  2.618
H  1.516  -1.000  2.679
H  0.555  -1.622  1.375
H  1.015  1.133  2.096
H  -0.610  1.862  0.727
H  -1.213  0.234  0.720
H  0.342  1.714  -1.274
H  1.646  -0.032  -2.032
H  1.876  -0.084  -0.358
H  0.770  -1.129  -1.169
H  -1.748  -0.401  -1.337
H  -1.716  1.230  -2.037
H  -1.106  -0.959  -3.372

Entry x
The following is a quantum chemistry calculation of a cluster of 2 separate species, C5H15N2O in total, from the OMol25 dataset.

Calculated values
Orbital gap in eV: 6.2196
Charge: +1
LUMO level in eV: -7.02

Geometry (Å):
N  -3.859  -2.602  -0.216
C  0.311  1.233  0.769
C  -0.648  0.538  -0.130
C  -0.719  -1.055  -0.082
O  -1.243  -1.651  -1.277
C  1.411  2.253  0.411
N  2.810  1.779  0.683
C  3.035  0.583  -0.070
H  -4.611  -1.928  -0.118
H  -4.249  -3.190  -0.949
H  -3.961  -3.204  0.600
H  -0.071  1.264  1.789
H  -1.777  0.703  0.207
H  -0.532  0.695  -1.181
H  -1.279  -1.233  0.762
H  0.317  -1.292  0.135
H  -1.942  -2.338  -1.215
H  1.365  2.567  -0.599
H  1.221  3.012  1.138
H  3.102  1.693  1.672
H  3.757  -0.111  0.499
H  1.968  0.254  -0.238
H  3.638  0.761  -0.933

Entry y
The following is a quantum chemistry calculation of the ion C5H15N2O with charge +1, from the OMol25 dataset.

Calculated values
Orbital gap in eV: 10.2437
Charge: +1
LUMO level in eV: -3.01
SMILES: CCNC[C@@H]([NH3+])CO

Geometry (Å):
C  1.452  -1.420  2.478
C  -0.059  -1.521  2.330
N  -0.613  -0.991  1.064
C  0.312  -0.666  -0.027
C  -0.388  0.283  -0.986
N  -1.026  1.348  -0.155
C  0.524  0.986  -1.973
O  -0.348  1.828  -2.730
H  1.747  -1.650  3.510
H  1.985  -2.101  1.809
H  1.848  -0.409  2.333
H  -0.315  -2.568  2.425
H  -0.532  -1.004  3.153
H  -1.286  -1.640  0.674
H  0.682  -1.533  -0.565
H  1.162  -0.125  0.375
H  -1.198  -0.122  -1.577
H  -1.664  1.910  -0.719
H  -1.542  0.865  0.596
H  -0.356  1.952  0.330
H  1.256  1.632  -1.475
H  1.035  0.285  -2.633
H  0.062  2.043  -3.583

Entry z
The following is a quantum chemistry calculation of a cluster of 3 separate species, C5H15N2O in total, from the OMol25 dataset.

Calculated values
Orbital gap in eV: 4.9657
Charge: +1
LUMO level in eV: -8.33

Geometry (Å):
C  -2.506  -1.821  -0.253
C  -1.500  -0.676  -0.189
C  -0.030  -1.115  0.055
C  0.925  0.076  0.121
C  1.997  0.171  1.020
N  3.172  0.765  0.508
N  0.996  0.939  -1.034
H  -3.538  -1.453  -0.158
H  -2.420  -2.334  -1.197
H  -2.339  -2.545  0.596
H  -1.698  -0.084  0.713
H  -1.637  0.014  -1.045
H  -0.040  -1.613  1.039
H  0.365  -1.791  -0.682
H  1.901  0.052  2.088
H  2.905  -0.111  -0.251
H  3.929  0.650  1.149
H  1.582  1.766  -0.697
H  1.449  0.560  -1.828
H  2.535  -1.301  -1.178
H  -1.297  3.002  0.634
H  -2.549  3.867  0.318
O  -2.202  2.981  0.267

Energy ordering: entry y at the bottom, the next structure 18.9 kJ/mol above.

Entry w
The following is a quantum chemistry calculation of a cluster of 2 separate species, C5H15N3O in total, from the OMol25 dataset.

Calculated values
Orbital gap in eV: 9.6225
LUMO level in eV: 0.75
SMILES: CC(=O)NN.CC(C)N

Geometry (Å):
C  2.260  -0.885  0.782
C  1.187  -0.823  -0.283
O  1.043  0.199  -0.976
N  0.758  -2.074  -0.783
N  1.726  -2.895  -1.427
H  2.128  -1.764  1.409
H  3.252  -0.915  0.331
H  2.204  0.024  1.377
H  -0.021  -1.943  -1.428
H  2.341  -2.334  -2.020
H  2.295  -3.354  -0.726
C  -1.216  0.167  1.110
C  -1.299  1.166  0.004
C  -1.258  2.621  0.474
N  -2.382  0.836  -0.909
H  -0.413  -0.629  0.766
H  -2.167  -0.311  1.329
H  -0.769  0.558  2.019
H  -0.314  0.975  -0.598
H  -0.371  2.806  1.077
H  -1.240  3.298  -0.380
H  -2.137  2.859  1.077
H  -3.283  1.018  -0.476
H  -2.327  1.401  -1.748

Entry x
The following is a quantum chemistry calculation of a cluster of 3 separate species, C5H15N3O in total, from the OMol25 dataset.

Calculated values
Orbital gap in eV: 9.5075
LUMO level in eV: 0.88
SMILES: NC(N)=O.C=C.CNC

Geometry (Å):
N  -1.164  0.655  1.583
C  -1.495  1.170  0.368
N  -2.149  0.282  -0.459
O  -1.294  2.326  0.071
H  -1.507  -0.241  1.880
H  -0.847  1.300  2.284
H  -1.912  -0.690  -0.344
H  -2.191  0.585  -1.419
C  -0.301  -2.351  1.573
C  0.563  -2.525  0.593
H  -1.355  -2.545  1.444
H  0.012  -2.040  2.557
H  0.259  -2.854  -0.387
H  1.619  -2.367  0.738
C  1.659  1.329  -0.014
N  0.868  0.361  -0.747
C  0.639  0.765  -2.118
H  2.633  1.537  -0.483
H  1.825  0.955  0.995
H  1.093  2.257  0.042
H  1.350  -0.536  -0.739
H  1.567  0.947  -2.683
H  0.058  1.690  -2.104
H  0.069  -0.010  -2.631

Energy ordering: entry x at the bottom, the next structure 146.8 kJ/mol above.